{"formula": "C33H42BrN5OPb", "method": "ωB97M-V/def2-TZVPD", "species": ["Pb", "C", "C", "C", "C", "C", "C", "C", "Br", "C", "O", "C", "C", "C", "C", "C", "C", "H", "H", "H", "H", "H", "H", "H", "H", "H", "H", "H", "H", "H", "H", "H", "H", "H", "H", "H", "H", "C", "C", "C", "C", "C", "C", "C", "C", "C", "C", "N", "C", "C", "C", "C", "C", "N", "H", "H", "H", "H", "H", "H", "H", "H", "H", "H", "H", "H", "H", "H", "H", "H", "H", "N", "C", "C", "N", "C", "C", "N", "H", "H", "H", "H", "H"], "coordinates": [[0.341436, 0.264810, -2.504836], [6.662276, 0.630159, 2.415354], [5.313699, 0.587040, 3.160376], [5.247788, -0.619289, 4.088968], [5.208582, 1.862962, 4.035220], [4.143670, 0.587097, 2.217261], [4.332686, 0.778100, 0.834217], [3.245895, 0.862328, 0.035823], [3.505416, 1.191024, -1.829651], [1.904039, 0.731446, 0.505353], [0.931669, 0.644348, -0.295883], [1.718433, 0.591573, 1.949144], [2.832709, 0.496389, 2.708245], [0.322675, 0.536331, 2.568504], [0.363621, 0.446610, 4.089288], [-0.348648, -0.767827, 2.085432], [-0.508696, 1.773837, 2.200771], [7.494511, 0.734719, 3.142622], [6.725702, 1.485892, 1.730940], [6.871499, -0.267061, 1.836632], [6.077830, -0.604222, 4.787032], [5.292128, -1.549330, 3.546933], [4.343872, -0.612944, 4.703502], [6.101361, 1.950021, 4.645212], [4.361852, 1.757688, 4.698872], [5.115263, 2.776275, 3.446255], [5.313330, 0.912932, 0.431991], [2.767681, 0.362359, 3.805648], [0.877848, -0.443284, 4.461519], [-0.665554, 0.405440, 4.476509], [0.830861, 1.337144, 4.546709], [0.286144, -1.607941, 2.371867], [-0.489888, -0.795915, 1.012544], [-1.281157, -0.849616, 2.597763], [-0.066107, 2.683279, 2.661595], [-1.507161, 1.665942, 2.616685], [-0.632800, 1.909989, 1.115512], [-2.323064, -0.207375, -5.253005], [-2.067093, -1.399428, -4.279823], [-3.010808, -1.428389, -3.089715], [-3.918566, -2.471832, -2.985440], [-4.872018, -2.569782, -1.964576], [-4.893809, -1.581188, -1.003632], [-4.023728, -0.499584, -1.053562], [-4.072036, 0.491866, 0.081879], [-5.351427, 1.299593, 0.101554], [-3.068622, -0.455154, -2.087356], [-2.108129, 0.601808, -2.143019], [-2.564238, 1.801776, -2.093682], [-1.645545, 2.907791, -2.061254], [-1.980091, 4.304383, -1.883605], [-0.801485, 4.957141, -1.855195], [0.235450, 3.916909, -1.992672], [-0.280370, 2.716365, -2.114773], [-1.658058, -0.224979, -6.089992], [-2.153542, 0.736100, -4.720409], [-3.340304, -0.242823, -5.609706], [-1.035948, -1.379555, -3.971989], [-2.159358, -2.341200, -4.827132], [-3.894588, -3.228929, -3.736834], [-5.562478, -3.407522, -2.032123], [-5.616130, -1.610357, -0.156226], [-3.187455, 1.128328, 0.113203], [-4.025015, -0.104132, 1.022866], [-5.536082, 1.798379, -0.829384], [-5.337439, 2.041268, 0.904091], [-6.198911, 0.645657, 0.197889], [-3.637411, 1.964647, -2.108219], [-2.947082, 4.722284, -1.735567], [-0.593425, 5.993068, -1.721387], [1.301802, 4.100487, -1.997479], [-1.686924, -4.949564, -0.828003], [-0.668426, -4.177409, -1.272599], [-0.750873, -2.780348, -1.264118], [0.272553, -2.040529, -1.645347], [1.399797, -2.663108, -2.041027], [1.494736, -4.032467, -1.996931], [0.460803, -4.797010, -1.657870], [-2.620037, -4.589703, -0.684838], [-1.551360, -5.948685, -0.902064], [-1.654921, -2.241842, -0.986596], [2.228864, -2.013741, -2.315171], [2.368342, -4.589530, -2.329086]], "forces_ev_per_a": [[0.35, 0.57, -0.23], [0.41, 0.20, 0.40], [0.65, 0.45, -0.04], [-0.17, 0.00, 0.37], [-0.02, -0.18, -0.27], [0.42, 0.10, -0.35], [-0.23, 0.15, 0.22], [0.36, 0.22, -0.91], [-0.08, -0.12, 0.34], [-0.49, -0.53, 0.16], [-0.26, 0.17, 0.17], [-0.64, 0.33, -0.05], [0.42, -0.16, 1.62], [0.00, -0.40, -0.39], [0.01, 0.47, 0.62], [0.80, 0.28, -0.09], [0.21, 0.45, -0.12], [-0.57, -0.05, -0.36], [0.04, -0.07, 0.28], [-0.14, -0.18, -0.05], [0.23, 0.08, 0.04], [-0.01, -0.40, -0.25], [0.04, -0.05, -0.10], [0.14, -0.04, 0.09], [-0.28, 0.24, 0.21], [-0.05, -0.05, -0.03], [0.31, -0.08, -0.20], [-0.26, 0.15, -0.94], [-0.02, 0.04, -0.12], [0.28, 0.00, -0.18], [-0.12, -0.33, -0.19], [-0.11, -0.12, -0.01], [-0.13, 0.04, -0.18], [-0.81, -0.24, 0.23], [-0.23, -0.46, -0.43], [-0.13, -0.05, 0.13], [0.23, 0.01, 0.32], [0.06, -0.35, 1.34], [-0.71, 0.52, -0.55], [-0.13, -0.53, -0.05], [-0.23, 0.15, 0.23], [0.56, 0.05, -0.81], [-0.98, -0.12, 0.88], [0.72, 0.02, -0.02], [0.28, -0.69, 0.84], [0.12, 0.24, 0.25], [-0.03, 0.30, -0.11], [-0.18, -0.44, 0.05], [0.60, 0.39, -0.11], [-0.74, 0.30, 0.27], [0.47, -0.51, -0.06], [0.63, -0.80, 0.04], [-0.08, 0.52, -0.06], [-0.29, -0.01, -0.02], [0.42, -0.16, -0.55], [-0.19, -0.05, -0.21], [-0.32, 0.11, -0.12], [0.59, -0.05, 0.28], [-0.10, 0.09, 0.09], [-0.05, -0.43, -0.45], [0.02, 0.24, 0.46], [0.56, -0.10, -0.79], [-0.05, 0.03, -0.05], [0.00, 0.38, -0.50], [0.11, 0.54, -0.63], [-0.15, -0.17, -0.06], [-0.43, -0.26, 0.40], [-0.01, 0.25, 0.09], [-0.57, 0.10, -0.10], [-0.02, 0.49, 0.04], [0.02, -0.13, -0.03], [0.07, -0.12, -0.22], [0.22, -0.71, 0.31], [-0.29, 0.76, 0.01], [0.12, -0.62, -0.20], [0.30, 0.87, 0.39], [-0.37, -0.82, -0.49], [-0.41, 0.39, 0.32], [0.29, -0.04, -0.06], [-0.16, 0.15, 0.03], [0.10, -0.32, 0.12], [0.02, -0.26, -0.09], [0.07, 0.37, 0.15]], "lowdin_charge": [1.4160, -0.0473, -0.5427, -0.0270, -0.0138, -0.0948, -0.0365, -0.5103, 0.8118, -0.3430, -0.2233, -0.0443, 0.0466, -0.5283, -0.0589, -0.0205, -0.0267, 0.1076, 0.0873, 0.0937, 0.1006, 0.0934, 0.0842, 0.0968, 0.0810, 0.0993, 0.1019, 0.1200, 0.0946, 0.1021, 0.1039, 0.1024, 0.0543, 0.0809, 0.1070, 0.0859, 0.0673, -0.0536, -0.1961, -0.1922, -0.0264, -0.0341, -0.0241, -0.1671, -0.2141, -0.0733, -0.1972, 0.0208, -0.0571, -0.2129, 0.0178, 0.0188, -0.0420, -0.0288, 0.0735, 0.0545, 0.0866, 0.0140, 0.1230, 0.1148, 0.1231, 0.1421, 0.0880, 0.1328, 0.0674, 0.0921, 0.0747, 0.1507, 0.1216, 0.1158, 0.1279, 0.1682, -0.3376, -0.0681, -0.0906, -0.1577, -0.0870, 0.1534, 0.1068, 0.1220, 0.1131, 0.0878, 0.1275], "total_charge": 2, "relative_energy_kj_mol": 0.00, "orbital_gap_ev": [6.15, 5.60], "e_lumo_ha": [-0.281, -0.302]}


{"formula": "C33H42ClN2O10S4", "method": "ωB97M-V/def2-TZVPD", "species": ["C", "C", "C", "C", "N", "C", "C", "C", "C", "S", "O", "O", "N", "S", "O", "O", "C", "C", "C", "Cl", "C", "S", "S", "C", "C", "C", "H", "H", "H", "H", "H", "H", "H", "H", "H", "H", "H", "H", "H", "H", "H", "H", "H", "H", "H", "H", "H", "H", "H", "H", "H", "H", "H", "H", "H", "H", "C", "C", "C", "O", "C", "C", "C", "O", "H", "H", "H", "H", "C", "C", "C", "O", "C", "C", "C", "O", "H", "H", "H", "H", "C", "C", "C", "O", "C", "C", "C", "O", "H", "H", "H", "H"], "coordinates": [[-4.532109, -1.896185, 1.089177], [-3.822912, -1.216986, -0.094003], [-2.361059, -1.018571, 0.251780], [-1.518360, -0.445602, -0.883975], [-0.936112, -1.477603, -1.753934], [-0.468219, -0.947346, -3.070199], [1.016067, -0.718653, -3.247488], [1.584194, 0.338743, -2.288694], [1.621722, 1.727616, -2.910364], [1.365526, 3.040477, -1.709700], [0.153944, 3.697039, -2.136228], [1.230091, 2.486367, -0.374125], [2.556237, 4.136284, -1.767012], [3.997681, 3.516049, -1.427853], [4.944639, 4.595049, -1.400116], [4.426557, 2.436447, -2.299801], [4.027554, 2.823890, 0.229811], [4.012626, 3.817447, 1.409292], [3.269677, 3.180044, 2.582260], [3.201520, 5.375004, 1.084228], [-0.059600, -2.320236, -1.131827], [0.331546, -3.777315, -1.784513], [0.674953, -1.905757, 0.439761], [2.406891, -2.360565, 0.160102], [2.837144, -3.690178, 0.839908], [1.932990, -4.126747, 1.983105], [-4.250187, -1.354069, 1.987892], [-5.606954, -1.875297, 0.969200], [-4.147985, -2.906545, 1.183724], [-4.312227, -0.262851, -0.262577], [-3.934777, -1.856072, -0.966142], [-1.931406, -1.928403, 0.661243], [-2.313425, -0.294066, 1.061758], [-0.795803, 0.265009, -0.479319], [-2.191427, 0.136123, -1.506058], [-1.026331, -0.045895, -3.283376], [-0.781332, -1.668292, -3.823347], [1.603930, -1.625196, -3.211144], [1.148214, -0.333925, -4.259073], [2.606469, 0.062798, -2.044348], [1.040480, 0.327781, -1.354708], [2.535329, 1.849838, -3.472588], [0.808127, 1.822896, -3.621166], [4.975080, 2.297318, 0.275780], [3.255041, 2.085373, 0.378821], [5.027680, 3.971336, 1.742495], [3.017351, 3.946992, 3.301208], [3.929963, 2.455304, 3.043601], [2.377121, 2.666065, 2.243786], [2.578656, -2.430643, -0.904311], [3.017885, -1.565525, 0.571017], [3.832663, -3.566172, 1.251349], [2.846834, -4.468742, 0.083950], [2.406503, -4.960501, 2.494424], [0.961180, -4.424630, 1.612346], [1.827208, -3.338519, 2.722744], [-9.529332, -4.776878, 1.195312], [-8.629596, -3.798979, 1.136157], [-8.016816, -3.242083, 2.367950], [-7.198727, -2.350494, 2.314568], [-8.443822, -3.819057, 3.667088], [-9.343868, -4.796649, 3.725644], [-9.957027, -5.353069, 2.494183], [-10.776181, -6.245404, 2.547370], [-9.988754, -5.196834, 0.309725], [-8.303488, -3.365860, 0.199117], [-7.983606, -3.399412, 4.552455], [-9.669700, -5.230221, 4.662438], [-2.914361, 6.395466, -6.330331], [-3.690191, 6.349301, -5.252304], [-3.127774, 6.036858, -3.912148], [-3.844803, 5.995259, -2.934720], [-1.669464, 5.780868, -3.823098], [-0.894398, 5.827634, -4.904412], [-1.453650, 6.138364, -6.240015], [-0.754020, 6.184929, -7.231408], [-3.302708, 6.620141, -7.316074], [-4.756509, 6.533818, -5.296093], [-1.271281, 5.550724, -2.841442], [0.171019, 5.641216, -4.855669], [6.805719, -2.222581, 5.746261], [5.794037, -2.115080, 4.889649], [5.988855, -1.527915, 3.540787], [5.068108, -1.427008, 2.760511], [7.352916, -1.065769, 3.183010], [8.364258, -1.173431, 4.040384], [8.170482, -1.761296, 5.388950], [9.092051, -1.862416, 6.170652], [6.686260, -2.646889, 6.734959], [4.791248, -2.445186, 5.129615], [7.471889, -0.640317, 2.194229], [9.366193, -0.841950, 3.799926]], "forces_ev_per_a": [[0.57, 0.52, -0.64], [-0.20, -0.75, 0.76], [0.06, 0.56, -0.19], [-0.48, 0.13, 0.07], [0.64, 1.48, 0.88], [-0.39, -1.36, -0.67], [0.18, 0.99, 0.11], [0.51, -0.42, -0.13], [-0.33, -0.61, -0.05], [-0.42, 1.52, 0.59], [-0.36, 0.42, -0.70], [0.30, -0.79, -0.09], [0.05, -1.75, -0.08], [0.87, 0.63, -0.40], [0.19, 0.67, 0.26], [-0.67, -0.64, 0.10], [0.21, 0.31, 0.43], [-0.79, -0.79, 0.13], [0.28, 0.00, -0.22], [0.22, 0.21, 0.01], [0.18, -1.22, -0.10], [0.22, -0.14, -0.45], [-0.27, 0.94, -0.11], [0.27, -1.03, 0.53], [-0.57, 0.33, -0.08], [0.52, -0.10, 0.00], [-0.23, 0.01, 0.31], [0.05, -0.17, 0.07], [-0.18, -0.31, 0.12], [0.07, 0.24, -0.33], [0.02, 0.10, -0.36], [0.02, -0.28, -0.05], [0.02, 0.09, 0.24], [0.34, -0.10, -0.10], [-0.04, 0.14, -0.21], [-0.11, 0.32, 0.26], [-0.09, -0.11, -0.14], [-0.13, -0.41, 0.16], [-0.05, -0.11, -0.25], [0.19, 0.01, 0.20], [-0.09, 0.14, 0.18], [0.33, 0.34, 0.16], [-0.34, 0.30, 0.06], [0.27, -0.04, -0.23], [-0.32, -0.01, -0.35], [0.26, 0.72, -0.24], [-0.09, 0.04, 0.30], [0.11, -0.32, 0.24], [-0.26, 0.09, -0.03], [-0.01, 0.19, -0.21], [-0.17, 0.42, 0.06], [0.34, 0.08, -0.19], [0.12, -0.17, -0.07], [-0.07, -0.29, 0.07], [-0.25, -0.05, 0.07], [-0.19, 0.20, 0.07], [0.04, 0.05, -0.03], [-0.06, -0.04, -0.03], [0.06, 0.04, 0.01], [-0.37, -0.04, 0.19], [-0.03, -0.07, 0.04], [0.05, 0.05, 0.02], [-0.03, -0.04, -0.01], [-0.01, 0.00, 0.01], [-0.02, -0.03, 0.02], [0.03, 0.02, 0.02], [0.03, 0.03, -0.03], [-0.03, -0.03, -0.02], [-0.08, 0.01, 0.00], [-0.02, 0.01, -0.07], [0.08, -0.02, 0.03], [-0.06, 0.03, -0.02], [0.02, 0.02, 0.14], [-0.01, 0.01, -0.01], [0.11, -0.03, 0.03], [-0.05, 0.02, -0.04], [0.04, 0.00, -0.02], [0.00, -0.01, 0.04], [0.01, -0.10, -0.04], [0.00, -0.03, 0.02], [-0.06, -0.01, -0.02], [0.03, -0.03, 0.08], [-0.06, 0.04, -0.08], [-0.04, -0.04, -0.02], [0.09, 0.02, 0.00], [-0.04, 0.00, -0.04], [0.04, 0.01, 0.02], [0.00, -0.01, 0.01], [0.04, 0.01, 0.01], [-0.02, 0.02, -0.04], [-0.05, 0.00, 0.00], [0.01, -0.01, 0.04]], "lowdin_charge": [-0.1151, -0.2562, -0.2305, -0.2116, -0.1663, -0.1643, -0.1899, -0.2198, -0.2341, 0.5108, -0.3555, -0.3533, -0.3266, 0.4520, -0.3560, -0.3558, -0.2764, -0.7303, -0.1457, 0.6355, -1.0602, 0.6660, 0.9246, -0.4578, -0.3082, -0.1582, 0.0747, 0.0358, 0.0743, 0.1075, 0.1082, 0.0774, 0.1198, 0.0975, 0.1225, 0.1212, 0.1072, 0.0791, 0.1157, 0.1118, 0.0585, 0.0833, 0.0903, 0.0988, 0.0661, 0.0907, 0.0544, 0.0692, 0.0720, 0.0460, 0.0665, 0.0844, 0.0845, 0.0650, 0.0513, 0.0634, 0.0184, 0.0276, -0.3693, 0.0974, 0.0244, 0.0172, -0.3897, 0.1010, 0.1210, 0.1247, 0.1225, 0.1202, 0.0083, 0.0097, -0.3827, 0.1011, 0.0293, 0.0288, -0.3910, 0.0915, 0.1150, 0.1151, 0.1073, 0.1281, 0.0168, 0.0232, -0.3809, 0.1088, 0.0259, 0.0183, -0.3899, 0.0992, 0.1198, 0.1223, 0.1253, 0.1211], "total_charge": -1, "orbital_gap_ev": 5.62, "e_lumo_ha": -0.019}


| no. | energy (Eh) |
| --- | --- |
| 1 | -4398.0436 |
| 2 | -4197.4450 |